Molecular formula: C8H13IMnN8O
Method: DFT, ωB97M-V/def2-TZVPD

Structure (XYZ):
```
32
Properties=species:S:1:pos:R:3:lowdin_spin:R:1
Mn 0.2768 0.2257 0.8412 2.30
C -3.4610 4.1689 1.4513 0.00
N -2.7701 3.2016 0.5851 0.01
C -3.2408 3.0473 -0.7976 0.00
C -1.7583 2.4525 1.0085 0.00
N -1.2242 1.4679 0.3257 -0.03
N -1.2538 2.7841 2.2658 0.00
C -0.4246 2.0460 3.0824 0.01
N -0.1979 2.5828 4.2832 0.01
N 0.0802 0.9053 2.6975 -0.03
H -4.4300 4.3788 1.0110 0.00
H -2.9094 5.1076 1.5315 0.00
H -3.6465 3.7416 2.4360 0.00
H -3.8595 3.9041 -1.0419 0.00
H -3.8345 2.1396 -0.9159 0.00
H -2.3955 3.0397 -1.4854 0.00
H -1.7472 1.2525 -0.5165 0.00
H -1.5532 3.6741 2.6317 0.00
H -0.6457 3.4278 4.5963 0.00
H 0.4510 2.1470 4.9200 0.00
H 0.5909 0.4330 3.4382 0.00
I -0.8376 -2.0706 0.9720 -0.29
N 3.1308 -1.3846 -1.6114 0.07
C 2.9017 -0.8246 -0.4454 0.06
O 1.8027 -0.2972 -0.1445 0.04
C 3.9906 -0.8279 0.5656 0.36
C 3.7198 -0.2617 1.8269 0.03
N 3.4390 0.2157 2.8389 0.20
C 5.2346 -1.3870 0.2635 0.03
N 6.2645 -1.8541 0.0146 0.24
H 4.0200 -1.8066 -1.8443 0.00
H 2.3942 -1.4105 -2.3028 0.00
```

## Properties
Energy relative to the best compared isomer or geometry (same formula, charge and spin), kcal/mol: 0.0
HOMO energy (spin up / spin down), hartree: -0.5746 / -0.5788
2S+1: 4
E, Ha: -2274.07441
<S²>: 4.061
Charge: +2

---

Molecular formula: C8H13IN
Method: DFT, ωB97M-V/def2-TZVPD

Structure (XYZ):
```
23
Properties=species:S:1:pos:R:3:lowdin_spin:R:1
C 1.7715 -1.7054 0.7466 0.49
C 1.3396 -3.0707 0.2466 0.06
C 0.8389 -0.7042 0.6981 0.36
C 0.5057 -3.3293 -0.7600 0.24
C -0.5624 -0.9381 0.4672 0.17
C -1.4625 -0.0504 0.0224 0.45
C -1.2184 2.2552 0.8718 0.02
C -0.0060 1.5055 -1.1107 0.02
N -1.2307 1.3766 -0.2914 0.04
I -3.6160 -0.3426 0.0773 0.08
H 2.7963 -1.3789 1.0970 0.02
H 1.7747 -3.9578 0.7337 0.01
H 1.3422 0.3058 0.8673 0.01
H 0.1217 -4.3392 -0.8911 0.01
H 0.1325 -2.6103 -1.4009 0.01
H -0.9224 -1.8723 0.5542 0.00
H -1.2134 3.2172 0.5156 0.00
H -2.0998 2.0358 1.4051 0.00
H -0.2683 2.1465 1.3306 0.00
H 0.0113 2.5085 -1.2864 0.00
H 0.8566 1.0566 -0.4718 0.00
H -0.1957 1.0076 -2.1399 0.00
H -1.8836 1.7043 -0.9650 0.00
```

## Properties
Energy relative to the best compared isomer or geometry (same formula, charge and spin), kcal/mol: 61.6
HOMO energy (spin up / spin down), hartree: -0.3522 / -0.4869
2S+1: 3
E, Ha: -664.59024
<S²>: 2.027
Charge: +1